No. 1
The following is a quantum chemistry calculation of a molecular structure, C18H43F6NO6PrS2Si2, from OMol25.

Output
expectation value of S²: 2.00
max |F|: 0.0519 Eh/bohr
orbital gap (spin up / spin down): 8.047 / 8.041 eV
total charge: +1
2S+1: 3

Last column: Löwdin charge in e.
Geometry (Å):
O (2.8326, -0.2649, -0.9993)  -0.128
O (3.4627, -2.3374, -1.7530)  -0.137
C (2.3657, 0.6995, -2.0187)  -0.157
C (1.8660, 2.0025, -1.4398)  -0.048
H (1.5484, 0.1716, -2.5155)  0.101
H (3.1762, 0.8689, -2.7486)  0.138
H (1.0434, 1.8776, -0.7201)  0.079
H (1.4747, 2.5940, -2.2794)  0.104
H (2.6699, 2.5963, -0.9888)  0.086
C (3.6180, 0.2721, 0.1464)  -0.179
C (5.0809, 0.2416, -0.1791)  -0.038
H (3.3644, -0.3526, 1.0084)  0.103
H (3.2534, 1.2815, 0.3617)  0.101
H (5.3751, -0.7648, -0.5098)  0.077
H (5.6886, 0.5159, 0.6975)  0.105
H (5.2732, 0.9623, -0.9829)  0.092
C (2.7564, -3.1355, -0.7367)  -0.160
C (3.2911, -2.7904, -3.1373)  -0.178
C (3.4860, -2.9875, 0.5714)  -0.042
H (2.7378, -4.1823, -1.0653)  0.134
H (1.7174, -2.7666, -0.6635)  0.128
H (4.5511, -2.7524, 0.4365)  0.096
H (3.4138, -3.9425, 1.1051)  0.097
H (3.0172, -2.2311, 1.2112)  0.073
C (4.6501, -2.9349, -3.7787)  -0.053
H (2.6867, -2.0499, -3.6800)  0.130
H (2.7555, -3.7543, -3.1490)  0.133
H (5.2181, -1.9966, -3.7649)  0.088
H (4.5149, -3.2303, -4.8193)  0.091
H (5.2454, -3.7053, -3.2778)  0.091
H (3.2817, -1.2374, -1.4569)  0.026
Pr (-2.1755, 0.4946, 1.3144)  1.040
C (-1.3939, -1.3142, 0.3131)  -0.460
Si (-1.9811, -1.9141, -1.3301)  0.409
H (-1.4142, -2.1694, 1.0220)  0.040
H (-0.2822, -1.0992, 0.2140)  0.042
C (-1.3184, -0.9476, -2.8056)  -0.166
C (-3.8507, -1.7815, -1.3762)  -0.164
C (-1.3235, -3.6686, -1.5656)  -0.181
C (-2.4739, 2.2104, -0.4826)  -0.373
Si (-4.0627, 2.8775, 0.2261)  0.378
H (-2.5486, 1.9505, -1.5547)  -0.007
H (-1.6493, 2.9515, -0.4209)  0.002
C (-5.4595, 1.6296, -0.0445)  -0.163
C (-4.5824, 4.5369, -0.4607)  -0.184
C (-3.8965, 3.0287, 2.1161)  -0.183
H (-2.0622, -4.3295, -2.0398)  0.032
H (-1.0560, -4.1083, -0.5946)  0.026
H (-0.4184, -3.6826, -2.1906)  0.015
H (-1.7767, 0.0477, -2.8770)  0.024
H (-1.5405, -1.4892, -3.7396)  0.044
H (-0.2286, -0.8176, -2.7516)  -0.002
H (-4.1843, -0.7754, -1.6620)  0.021
H (-4.2762, -2.0167, -0.3924)  0.038
H (-4.2766, -2.4889, -2.1000)  0.042
H (-4.4080, 4.5676, -1.5454)  0.036
H (-4.0062, 5.3524, -0.0001)  0.036
H (-5.6504, 4.7255, -0.2789)  0.033
H (-2.9087, 3.3829, 2.4484)  0.029
H (-4.1570, 2.1160, 2.6836)  0.025
H (-4.6298, 3.7948, 2.4090)  0.056
H (-6.3927, 2.1990, -0.1732)  0.041
H (-5.6091, 0.9560, 0.8142)  0.034
H (-5.3026, 1.0194, -0.9443)  0.020
F (1.1436, 4.1626, 1.8776)  0.139
C (0.6370, 3.6059, 3.0018)  -0.585
F (1.2345, 4.1493, 4.0706)  0.163
F (-0.6972, 3.8972, 3.0534)  0.114
S (0.7993, 1.7436, 2.9044)  0.704
O (0.0052, 1.4360, 1.6782)  -0.422
O (2.1873, 1.3921, 2.8865)  -0.236
N (0.0532, 1.2440, 4.2344)  -0.263
S (-1.0519, 0.1137, 4.0872)  0.710
O (-2.3834, 0.7197, 3.7889)  -0.386
O (-0.7424, -0.9283, 3.0833)  -0.333
C (-1.2780, -0.7048, 5.7569)  -0.591
F (-0.0953, -1.1604, 6.2214)  0.148
F (-1.8023, 0.1691, 6.6385)  0.155
F (-2.1297, -1.7450, 5.6126)  0.151

---

No. 2
The following is a quantum chemistry calculation of C2H4N2O3 in the gas phase, from OMol25.

Output
max |F|: 0.0800 Eh/bohr
orbital gap: 10.495 eV
energy above the lowest of the compared OMol25 structures with the same formula, charge and spin: 532.7 kJ/mol
total charge: 0
structure (SMILES): O/N=C1\NOCO1
2S+1: 1

Last column: Löwdin charge in e.
Geometry (Å):
O (-2.3698, 0.3320, -0.1764)  -0.072
N (-1.5263, -0.8647, -0.0242)  0.107
C (-0.3554, -0.5032, 0.1424)  -0.423
N (-0.0333, 0.8840, 0.4041)  0.104
O (1.1451, 0.9580, -0.3347)  -0.060
C (1.7415, -0.2313, 0.0155)  -0.246
O (0.7723, -1.1757, -0.0799)  0.080
H (-3.2342, -0.0448, -0.0274)  0.082
H (-0.7322, 1.3844, -0.1036)  0.110
H (2.4487, -0.5574, -0.8413)  0.179
H (2.1435, -0.1813, 1.0256)  0.138

---

No. 3
The following is a quantum chemistry calculation of a molecular structure, C32H28INO8PPtS2, from OMol25.

Output
max |F|: 0.0316 Eh/bohr
orbital gap: 7.178 eV
energy above the lowest of the compared OMol25 structures with the same formula, charge and spin: 48.9 kJ/mol
total charge: -1
2S+1: 1

Last column: Löwdin charge in e.
Geometry (Å):
Pt (0.4886, -1.1275, 0.3943)  0.883
I (-1.5503, 1.0618, 0.5092)  1.242
C (-0.6736, 2.1584, -1.0580)  -0.553
C (-0.6893, 3.5039, -0.7729)  -0.193
C (-0.2000, 4.4684, -1.6624)  -0.068
C (0.2835, 4.0633, -2.8645)  -0.050
C (0.3437, 2.6898, -3.1916)  -0.163
C (0.8523, 2.3647, -4.4729)  -0.042
C (0.9725, 1.0768, -4.8704)  -0.071
C (0.6289, 0.0588, -3.9640)  -0.082
C (0.1288, 0.3006, -2.7063)  -0.259
P (-0.1070, -1.2357, -1.7210)  0.883
C (-1.8493, -1.6866, -1.9693)  -0.374
C (-2.7149, -0.9260, -2.7469)  -0.088
C (-4.0414, -1.3094, -2.8906)  -0.085
C (-4.5051, -2.4523, -2.2572)  -0.090
C (-3.6433, -3.2115, -1.4758)  -0.069
C (-2.3192, -2.8316, -1.3276)  -0.088
C (0.7780, -2.5562, -2.6131)  -0.347
C (2.0895, -2.8347, -2.2273)  -0.063
C (2.7956, -3.8431, -2.8681)  -0.067
C (2.1976, -4.5827, -3.8783)  -0.092
C (0.8853, -4.3211, -4.2496)  -0.088
C (0.1758, -3.3110, -3.6179)  -0.095
C (-0.0871, 1.6716, -2.2766)  -0.159
H (-1.0796, 3.8273, 0.1835)  0.060
H (-0.2228, 5.5141, -1.3851)  0.108
H (0.6448, 4.7780, -3.5941)  0.106
H (1.1454, 3.1804, -5.1234)  0.110
H (1.3560, 0.8202, -5.8491)  0.103
H (0.7975, -0.9594, -4.2782)  0.090
H (-2.3578, -0.0278, -3.2357)  0.103
H (-4.7126, -0.7083, -3.4909)  0.099
H (-5.5419, -2.7468, -2.3622)  0.098
H (-4.0060, -4.0935, -0.9640)  0.105
H (-1.6583, -3.4028, -0.6881)  0.102
H (2.5395, -2.2799, -1.4126)  0.078
H (3.8098, -4.0598, -2.5586)  0.106
H (2.7491, -5.3758, -4.3683)  0.097
H (0.4109, -4.9084, -5.0259)  0.098
H (-0.8506, -3.1113, -3.9017)  0.108
O (-0.5955, -2.5774, 3.8268)  -0.299
S (-0.6721, -1.6532, 2.7299)  0.266
O (-0.8949, -2.3312, 1.3632)  -0.503
O (0.7283, -1.0616, 2.4566)  -0.500
O (-1.6560, -0.5976, 2.8978)  -0.445
C (-2.6455, 0.0514, 6.4774)  -0.044
C (-1.6736, 0.8769, 5.6891)  -0.277
C (-2.1092, 1.8909, 4.8458)  -0.042
C (-1.2239, 2.5450, 4.0057)  -0.076
C (0.1176, 2.1991, 4.0350)  -0.288
C (0.5839, 1.2251, 4.9112)  -0.049
C (-0.3165, 0.5695, 5.7279)  -0.035
S (1.2150, 2.9727, 2.8906)  0.631
O (0.4205, 3.5899, 1.8520)  -0.347
O (2.1583, 3.8391, 3.5522)  -0.306
N (2.0486, 1.6767, 2.3405)  -0.123
C (2.9835, 1.9213, 1.2380)  -0.219
C (3.9659, 0.7563, 1.0716)  -0.083
C (3.3250, -0.5403, 0.5707)  -0.643
O (3.8160, -1.6298, 0.8204)  0.047
O (2.2800, -0.3319, -0.1937)  -0.277
H (-3.6310, 0.5168, 6.5121)  0.072
H (-2.2971, -0.1075, 7.4994)  0.077
H (-2.7385, -0.9266, 5.9984)  0.089
H (-3.1648, 2.1300, 4.8012)  0.112
H (-1.5665, 3.2904, 3.2998)  0.104
H (1.6289, 0.9524, 4.9133)  0.121
H (0.0290, -0.2378, 6.3608)  0.121
H (1.4378, 0.8712, 2.2095)  0.054
H (3.5329, 2.8341, 1.4799)  0.115
H (2.4385, 2.0828, 0.3090)  0.110
H (4.4821, 0.5388, 2.0049)  0.119
H (4.7307, 1.0299, 0.3363)  0.122

---

No. 4
The following is a quantum chemistry calculation of a molecular structure, C5H8Ag5Br4O3, from OMol25.

Output
max |F|: 0.0453 Eh/bohr
orbital gap: 3.437 eV
energy above the lowest of the compared OMol25 structures with the same formula, charge and spin: 218.2 kJ/mol
total charge: +3
2S+1: 1

Last column: Löwdin charge in e.
Geometry (Å):
Ag (18.6837, 0.2569, 28.7774)  0.842
Ag (15.4802, 0.5762, 33.3906)  0.889
Ag (17.8852, -1.9919, 32.6198)  0.905
Ag (19.7216, 1.7221, 32.0443)  0.904
Ag (14.4819, -0.9807, 30.5098)  0.834
C (17.1244, 1.1179, 31.1277)  -0.906
O (15.9007, 0.8574, 30.8639)  -0.173
O (17.9513, 1.7458, 30.3730)  -0.195
O (17.5934, 0.5105, 32.1843)  -0.279
Br (18.5197, 5.1655, 27.5684)  0.689
C (17.8487, 3.8669, 28.8648)  -0.790
C (16.4539, 4.1692, 29.3368)  -0.699
Br (16.3807, 5.8980, 30.2856)  0.661
H (18.5067, 3.8480, 29.7352)  0.032
H (17.7883, 2.8236, 28.5431)  -0.043
H (16.0751, 3.3919, 29.9998)  0.028
H (15.7952, 4.2480, 28.4717)  0.050
Br (12.8221, 1.0873, 28.2327)  0.733
C (14.7085, 0.8400, 27.8056)  -0.744
C (15.0350, 1.6533, 26.5491)  -0.618
Br (16.9485, 1.5647, 26.1461)  0.724
H (14.9233, -0.2262, 27.8769)  0.032
H (15.2501, 1.3244, 28.6188)  -0.006
H (14.8784, 2.6766, 26.8836)  0.049
H (14.4297, 1.5011, 25.6618)  0.081

---

No. 5
The following is a quantum chemistry calculation of a molecular structure, C20H18N3O3W, from OMol25.

Output
expectation value of S²: 2.03
max |F|: 0.0075 Eh/bohr
orbital gap (spin up / spin down): 6.264 / 5.412 eV
energy above the lowest of the compared OMol25 structures with the same formula, charge and spin: 0.0 kJ/mol
total charge: +3
2S+1: 3

Last column: Löwdin charge in e.
Geometry (Å):
W (0.4933, -0.3434, -0.2176)  1.963
C (-3.1808, -4.6561, -1.9320)  0.083
C (-3.1455, -4.1026, -0.6308)  0.009
C (-2.1599, -3.2245, -0.3012)  0.036
C (-1.1758, -2.8821, -1.2826)  -0.199
C (-1.2126, -3.4409, -2.5936)  0.046
C (-2.2109, -4.3141, -2.9049)  0.019
N (-0.1720, -2.0479, -0.9112)  -0.138
N (0.7632, -1.5048, -1.8344)  -0.087
C (2.1207, -1.8670, -1.5018)  -0.326
C (3.0232, -2.6338, -2.1826)  0.060
C (4.2929, -2.7299, -1.6070)  0.045
C (4.5911, -2.0698, -0.4161)  0.021
C (3.6260, -1.3033, 0.2040)  -0.029
N (2.4078, -1.2185, -0.3563)  -0.058
H (-3.9671, -5.3547, -2.1910)  0.146
H (-3.8982, -4.3876, 0.0915)  0.141
H (-2.0927, -2.7971, 0.6911)  0.130
H (-0.4634, -3.1491, -3.3158)  0.128
H (-2.2726, -4.7491, -3.8934)  0.142
H (2.7650, -3.1244, -3.1105)  0.142
H (5.0559, -3.3242, -2.0939)  0.145
H (5.5740, -2.1455, 0.0273)  0.140
H (3.7975, -0.7595, 1.1223)  0.140
C (-2.4145, 5.8820, -0.7225)  0.037
O (-1.9341, 5.6411, 0.6289)  0.035
C (-1.3568, 4.5424, 0.9702)  -0.209
C (-0.9265, 4.4571, 2.3244)  0.073
C (-0.2946, 3.3477, 2.7669)  0.056
C (-0.0300, 2.2253, 1.9062)  -0.098
C (0.6590, 1.1262, 2.3880)  -0.250
C (1.1163, 0.9568, 3.7903)  0.037
O (1.0132, 0.1239, 1.5713)  -0.212
C (-0.5000, 2.3578, 0.5577)  -0.206
O (-0.3160, 1.2829, -0.3022)  -0.208
C (-1.1369, 3.4497, 0.0766)  0.115
H (-2.8322, 6.8810, -0.6925)  0.117
H (-3.1882, 5.1571, -0.9679)  0.112
H (-1.5779, 5.8432, -1.4174)  0.113
H (-1.1167, 5.3028, 2.9708)  0.154
H (0.0309, 3.3037, 3.7968)  0.139
H (1.8793, 1.7020, 4.0304)  0.128
H (1.5397, -0.0339, 3.9281)  0.106
H (0.2904, 1.0969, 4.4885)  0.120
H (-1.4636, 3.4845, -0.9523)  0.142